The following is a quantum chemistry calculation of a single C19H20N4O2S molecule, from the OMol25 dataset.

The total charge is 0. As for the SMILES: NC(=O)CSc1nnc(COc2ccccc2)n1CCc1ccccc1. The HOMO energy comes out at -8.5 eV. The value obtained for the total energy is -1503.7311 hartree. The energy above the lowest of the compared OMol25 structures with the same formula, charge and spin is 1.653 eV. As for the gap between HOMO and LUMO: 8.93 eV. The spin multiplicity is 1.

Element x y z (Å)
N 2.3444 -2.4599 -1.5104
C 3.1067 -2.6207 -0.4171
O 4.3160 -2.6693 -0.4268
C 2.2960 -2.7817 0.8672
S 1.9140 -1.1658 1.6099
C 0.6019 -0.6624 0.5946
N 0.0598 -1.3456 -0.3808
N -0.9420 -0.6083 -0.8881
C -1.0078 0.5057 -0.2228
C -1.9916 1.6039 -0.4595
O -3.1574 1.1683 -1.1004
C -3.9501 0.2455 -0.4730
C -3.7665 -0.2198 0.8223
C -4.6549 -1.1402 1.3552
C -5.7266 -1.5994 0.6144
C -5.9119 -1.1317 -0.6775
C -5.0331 -0.2171 -1.2188
N -0.0455 0.5299 0.7578
C 0.3594 1.6112 1.6142
C 1.1937 2.6440 0.8345
C 2.3279 1.9526 0.1267
C 2.1712 1.5022 -1.1776
C 3.1781 0.7835 -1.7985
C 4.3536 0.5069 -1.1225
C 4.5212 0.9618 0.1744
C 3.5144 1.6786 0.7950
H 2.8052 -2.2882 -2.3891
H 1.3513 -2.2587 -1.4176
H 2.8970 -3.2969 1.6152
H 1.3529 -3.2958 0.6935
H -2.2235 2.1059 0.4936
H -1.5625 2.3465 -1.1430
H -2.9385 0.1149 1.4289
H -4.4995 -1.4980 2.3626
H -6.4120 -2.3175 1.0379
H -6.7452 -1.4846 -1.2666
H -5.1580 0.1565 -2.2224
H 0.9604 1.1796 2.4188
H -0.5283 2.0834 2.0459
H 1.5728 3.3808 1.5434
H 0.5544 3.1536 0.1108
H 1.2542 1.7094 -1.7133
H 3.0379 0.4398 -2.8130
H 5.1327 -0.0695 -1.5961
H 5.4341 0.7447 0.7070
H 3.6439 2.0218 1.8115

***

The following is a quantum chemistry calculation of a single C19H20O2 molecule, from the OMol25 dataset.

The total charge is 0. As for the SMILES: CC(C)C1=CC(=O)c2c(ccc3c2C=CCC3(C)C)C1=O. The HOMO energy comes out at -8.2 eV. The value obtained for the total energy is -886.3649 hartree. The energy above the lowest of the compared OMol25 structures with the same formula, charge and spin is 2.658 eV. As for the gap between HOMO and LUMO: 7.19 eV. The spin multiplicity is 1.

Element x y z (Å)
C -2.3525 -4.2477 2.4675
C -1.0858 -4.2569 1.5995
C 0.2313 -4.3952 2.3651
C -0.9526 -2.9532 0.8243
C -0.5374 -3.0492 -0.4987
C -0.1675 -1.8078 -1.2170
O -0.0066 -1.9596 -2.4751
C -0.1207 -0.4078 -0.6470
C -0.5922 -0.4229 0.6431
C -0.5324 0.7949 1.3388
C -0.1669 1.9622 0.7647
C 0.3931 1.9595 -0.4789
C 0.4624 0.7574 -1.2241
C 0.8975 0.8209 -2.6775
C 1.1122 2.0904 -3.4007
C 0.7677 3.3057 -2.5276
C 0.9407 3.2848 -0.9958
C 2.4190 3.4352 -0.5086
C 0.0514 4.5873 -0.5397
C -1.0851 -1.6065 1.4593
O -1.7022 -1.5114 2.4727
H -2.6610 -5.2756 2.4695
H -3.1383 -3.6490 1.9485
H -2.0901 -3.9636 3.4873
H -1.1328 -4.9946 0.8066
H 0.2066 -5.3112 2.9754
H 1.0463 -4.5036 1.6359
H 0.4089 -3.4409 3.0088
H -0.5349 -3.9747 -1.1295
H -1.0756 0.8165 2.2248
H 0.1207 2.7473 1.4354
H 0.9740 -0.1206 -3.1719
H 1.5450 2.3627 -4.3851
H 1.2171 4.1961 -2.9715
H -0.4042 3.4858 -2.6270
H 2.4674 3.4377 0.5757
H 3.1007 2.6628 -0.9918
H 2.7057 4.3481 -0.8063
H 0.1482 4.7781 0.5410
H -1.1201 4.6141 -0.5947
H 0.2430 5.4043 -1.1753

***

The following is a quantum chemistry calculation of a single C19H20O4 molecule, from the OMol25 dataset.

The total charge is 0. As for the SMILES: O=C1C(C2CCCCC2)=C2OC[C@@H]3CO[C@]2(O3)c2ccccc21. The HOMO energy comes out at -8.7 eV. The value obtained for the total energy is -1036.8474 hartree. The energy above the lowest of the compared OMol25 structures with the same formula, charge and spin is 3.819 eV. As for the gap between HOMO and LUMO: 8.28 eV. The spin multiplicity is 1.

Element x y z (Å)
O 1.2056 0.0910 -2.6619
C 1.2478 -0.1594 -1.4554
C 0.1827 0.3034 -0.5179
C -0.7565 1.3210 -1.1357
C -1.7589 0.6915 -2.0340
C -2.6559 1.6430 -2.8321
C -3.4723 2.4609 -1.8656
C -2.5656 3.1532 -0.7493
C -1.5546 2.2532 -0.1659
C 0.1412 -0.1996 0.8251
O -1.0253 0.1696 1.6213
C -1.2737 -0.5125 2.8852
C -0.1725 -1.4912 3.2067
C 1.0672 -0.7546 3.7733
O 1.7246 -0.3533 2.5676
C 1.2064 -1.1403 1.4439
O 0.3978 -2.1823 2.0806
C 2.2263 -1.6240 0.3676
C 3.2140 -2.6275 0.7128
C 4.2327 -3.0295 -0.2136
C 4.1180 -2.5251 -1.5402
C 3.2467 -1.4612 -1.8690
C 2.2047 -1.1256 -1.0135
H -0.0476 2.0028 -1.7472
H -1.1895 0.1168 -2.8189
H -2.2826 -0.0110 -1.4020
H -1.9920 2.2539 -3.4628
H -3.4218 1.0892 -3.4823
H -4.2549 1.8412 -1.3392
H -4.0034 3.1919 -2.3998
H -2.1263 3.8756 -1.3451
H -3.1809 3.5708 0.0523
H -0.9834 2.9594 0.4663
H -2.2581 1.7385 0.3707
H -2.2949 -0.9703 2.7350
H -1.3488 0.2034 3.7165
H -0.4471 -2.3209 3.9271
H 0.8541 0.0613 4.3797
H 1.6948 -1.4666 4.3279
H 3.1903 -3.0759 1.7074
H 4.7221 -4.0255 0.0295
H 4.8988 -2.8811 -2.2665
H 3.2909 -1.0543 -2.8787

***

The following is a quantum chemistry calculation of a molecular structure, C19H21AlClN2OP, from the OMol25 dataset.

The total charge is +2. The HOMO energy comes out at -14.6 eV. The value obtained for the total energy is -1964.9186 hartree. The energy above the lowest of the compared OMol25 structures with the same formula, charge and spin is 0.000 eV. As for the gap between HOMO and LUMO: 7.56 eV. The spin multiplicity is 1.

Element x y z (Å)
Al -0.2002 0.4091 2.2060
Cl 1.4718 1.6998 2.5467
P 0.0873 -0.1064 -0.0814
C -0.5943 1.4299 -0.8356
C -1.8081 1.4583 -1.5423
C -2.2910 2.6730 -2.0354
C -1.5964 3.8632 -1.8023
C -0.4078 3.8461 -1.0703
C 0.0828 2.6394 -0.5799
C 1.7119 -0.2845 -0.9372
C 2.4299 -1.4789 -0.7336
C 3.6408 -1.6921 -1.3909
C 4.1585 -0.7144 -2.2516
C 3.4597 0.4797 -2.4438
C 2.2321 0.6831 -1.8109
C -0.8427 -1.4575 -0.9011
C -1.5873 -2.3716 -0.1300
C -2.3714 -3.3338 -0.7661
C -2.3917 -3.4139 -2.1624
C -1.6385 -2.5213 -2.9323
C -0.8616 -1.5439 -2.3024
H 2.0224 -2.2376 -0.0639
H 4.1924 -2.6156 -1.2133
H 5.1132 -0.8784 -2.7527
H 3.8733 1.2615 -3.0813
H 1.6893 1.6085 -1.9903
H -2.3797 0.5380 -1.6796
H -3.2256 2.6993 -2.5960
H -1.9779 4.8101 -2.1893
H 0.1314 4.7709 -0.8598
H 0.9843 2.6287 0.0406
H -1.5592 -2.2972 0.9627
H -2.9683 -4.0237 -0.1663
H -3.0187 -4.1636 -2.6459
H -1.6583 -2.5877 -4.0213
H -0.2877 -0.8412 -2.9113
H -1.2750 1.7702 1.8906
H -1.8171 1.1793 1.9601
N 1.1120 -0.1012 5.2922
C -0.1680 -0.2867 4.9834
N -1.1164 -0.3532 5.9229
O -0.5498 -0.4304 3.7484
H 1.3978 -0.0818 6.2621
H 1.7952 0.0682 4.5561
H -2.0680 -0.4563 5.5931
H -0.9254 -0.2439 6.9156

***

The following is a quantum chemistry calculation of a molecular structure, C19H21Cl2CoGeNS3, from the OMol25 dataset.

The total charge is -2. The HOMO energy (alpha / beta) comes out at 0.4 / -0.1 eV. The value obtained for the total energy is -6365.9352 hartree. The energy above the lowest of the compared OMol25 structures with the same formula, charge and spin is 0.507 eV. As for the gap between HOMO and LUMO (alpha / beta): 3.84 / 4.23 eV. The spin multiplicity is 4.

Element x y z (Å)
Co 0.2895 1.0527 -0.1872
Cl 2.4391 1.6059 -0.7878
C 2.9039 3.2574 -0.5774
C 4.2524 3.5391 -0.4832
C 4.6895 4.8504 -0.3573
C 3.7454 5.8664 -0.3143
C 2.3973 5.5642 -0.3772
Cl 1.2853 6.8992 -0.2714
C 1.8880 4.2486 -0.5135
S 0.2258 3.8558 -0.5961
H 4.9595 2.7189 -0.5126
H 5.7463 5.0750 -0.2878
H 4.0502 6.9018 -0.2284
C -2.3187 -1.3080 -2.5509
Ge -2.7577 -0.5574 -0.7575
C -2.8621 -2.1792 0.4187
C -4.6953 -0.0255 -0.9542
C -1.5953 0.8572 -0.2190
H -2.7186 -2.3193 -2.6777
H -1.2342 -1.3481 -2.6595
H -2.7148 -0.6746 -3.3496
H -3.4117 -2.9868 -0.0751
H -3.3399 -1.9630 1.3788
H -1.8530 -2.5370 0.6136
H -5.2850 -0.8778 -1.3085
H -4.7976 0.7865 -1.6779
H -5.1133 0.3189 -0.0044
H -2.1691 1.6291 0.3221
S 1.2828 -1.2314 -0.9000
C 0.8356 -2.8811 -0.6085
C 0.4361 -3.7149 -1.6710
C 0.1488 -5.0534 -1.4732
C 0.2498 -5.6264 -0.2087
C 0.6454 -4.8222 0.8529
C 0.9367 -3.4821 0.6592
H 0.3601 -3.2798 -2.6590
H -0.1474 -5.6674 -2.3184
H 0.0218 -6.6754 -0.0561
H 0.7364 -5.2457 1.8487
H 1.2560 -2.8742 1.4971
S 0.0086 2.0985 4.1923
C -0.2161 0.4076 3.8836
C 0.0988 0.1335 2.5976
N 0.5171 1.2014 1.8476
C 0.5539 2.2894 2.5536
H -0.5502 -0.2589 4.6608
H 0.0342 -0.8383 2.1319
H 0.7855 3.2705 2.1651